This record from OMol25 describes one molecule with the formula C2H4N2O3 at a distorted geometry. The level of theory is ωB97M-V with the def2-TZVPD basis set.

Each line ends with the natural charge from an NBO analysis.
Cartesian coordinates (Å):
O (-1.36, -1.68, 0.04)  -0.654
O (-1.76, 0.39, 0.94)  -0.628
O (1.07, 1.99, 0.86)  -0.523
N (0.05, 0.12, -0.24)  -0.408
N (1.06, -0.81, -0.56)  -0.657
C (-1.14, -0.39, 0.21)  0.876
C (0.07, 1.57, 0.37)  0.577
H (-0.55, -2.06, -0.35)  0.511
H (1.77, -0.82, 0.17)  0.369
H (-0.75, 2.16, -0.03)  0.166
H (1.54, -0.47, -1.40)  0.370

SMILES: NN(C=O)C(=O)O
HOMO (eV): -10.349
ΔE to the lowest compared entry with this formula, charge and spin (eV): 2.2360
Max |F| (hartree/bohr): 0.066
LUMO (eV): 0.5
Total energy (Ha): -413.8095